Record 1
This record from the OMol25 dataset describes a molecular structure, C21H38N2O2ReSi3. The level of theory is the ωB97M-V functional and the def2-TZVPD basis.

XYZ file:
```
67
Properties=species:S:1:pos:R:3
Re -0.050 0.030 0.698
C -2.559 -1.367 2.299
C -2.160 -0.077 2.011
C -2.156 0.085 0.547
C -2.713 -1.176 0.037
C -2.902 -2.037 1.078
H -2.649 -1.786 3.292
H -1.995 0.708 2.735
H -2.489 1.014 0.090
H -2.886 -1.383 -1.009
H -3.281 -3.046 1.006
C 3.167 -1.046 1.083
O 2.148 -0.088 0.727
Si 2.424 1.575 0.295
C 3.272 2.285 1.795
C 3.564 1.724 -1.159
C 0.528 1.779 0.015
Si -0.177 2.997 1.460
C -1.992 3.450 1.420
C 0.231 2.239 3.149
C 0.754 4.598 1.155
Si -0.001 2.309 -1.793
C 0.397 0.883 -2.946
C 0.936 3.866 -2.235
C -1.837 2.617 -1.967
H 3.708 -1.343 0.186
H 2.695 -1.913 1.536
H 3.850 -0.597 1.802
H 4.329 2.011 1.712
H 2.901 1.864 2.728
H 3.249 3.370 1.874
H 4.445 1.105 -0.963
H 3.929 2.753 -1.216
H 3.166 1.455 -2.134
H -2.724 2.645 1.358
H -2.201 4.164 0.624
H -2.186 3.973 2.361
H 0.530 1.186 3.194
H -0.637 2.340 3.804
H 1.047 2.797 3.612
H 0.169 5.222 0.479
H 1.758 4.520 0.748
H 0.822 5.130 2.108
H 1.381 0.429 -2.831
H 0.336 1.249 -3.974
H -0.368 0.106 -2.858
H 2.005 3.847 -2.023
H 0.508 4.735 -1.734
H 0.823 4.035 -3.309
H -2.432 1.702 -1.955
H -1.975 3.058 -2.959
H -2.264 3.320 -1.254
N -0.476 -5.153 2.737
C 0.494 -5.249 1.794
O 1.384 -6.063 1.789
C 0.482 -4.192 0.710
C 0.944 -4.535 -0.558
C 1.026 -3.559 -1.536
C 0.694 -2.258 -1.214
N 0.272 -1.920 0.012
C 0.157 -2.875 0.958
H -0.499 -5.885 3.432
H -1.348 -4.699 2.525
H 1.238 -5.559 -0.750
H 1.357 -3.792 -2.538
H 0.774 -1.456 -1.933
H -0.177 -2.553 1.938
```

Calculated values
HOMO level (spin up / spin down), eV: -14.4 / -15.1
<S²>: 3.80
Total charge: +2
Spin multiplicity: 4
Gap between HOMO and LUMO (spin up / spin down), eV: 6.695 / 7.265
Largest force on an atom, eV/A: 0.728

Record 2
This record from the OMol25 dataset describes a single CH3NO3S molecule. The level of theory is the ωB97M-V functional and the def2-TZVPD basis.

XYZ file:
```
9
Properties=species:S:1:pos:R:3
O -1.491 -1.124 -0.855
N -1.759 -0.148 -0.200
O -2.804 0.172 0.269
S -0.598 1.041 0.252
C 1.088 0.100 -0.241
O 1.624 -0.457 0.882
H 0.509 -0.627 -0.830
H 1.629 0.852 -0.776
H 1.802 0.190 1.499
```

Calculated values
ΔE to the lowest compared entry with this formula, charge and spin, kcal per mole: 91.63
Structure (SMILES): O=[N+]([O-])SCO
HOMO level, eV: -10.4
Gap between HOMO and LUMO, eV: 10.558
Largest force on an atom, eV/A: 3.643

Which of these has the lowest largest force on an atom?
C21H38N2O2ReSi3

Among the records above, which one has the lowest largest force on an atom?
C21H38N2O2ReSi3

The lowest largest force on an atom belongs to which entry?
C21H38N2O2ReSi3